[1]
Density functional theory data (wB97M-V/def2-TZVPD) for a molecular structure, C30H42BrClCoN2P2 in a non-equilibrium geometry.

Geometry (Å):
C -0.12638 0.07864 4.99471
C 3.59635 0.38253 -2.16707
H -1.39953 -4.35723 -1.93138
H -1.84286 -3.32938 0.26996
H -2.33519 -1.04940 -4.00630
C -0.13670 0.43883 3.64701
H -3.72260 0.01309 -3.72520
C 0.22094 1.97220 -0.25293
C -3.84632 -2.95847 -0.49330
C 1.02588 3.07728 -2.30859
Co -0.26454 -0.01462 0.78827
C 3.73272 -2.63392 -0.44687
H 4.60946 -0.63088 1.57739
C -2.52975 -0.23583 -1.98003
H 1.45319 0.60343 -2.10413
H 1.97733 -1.06231 -2.32010
H 2.89638 1.72545 0.50288
C -0.79870 1.95416 0.52013
Cl -0.28875 1.30003 6.17626
C 4.48349 0.33496 1.06918
C -4.71589 2.43327 1.51749
H 0.08944 -1.50650 6.41795
H -0.16607 -1.69465 -2.91524
C -1.08389 -3.64123 -2.69894
C -2.71064 1.24276 1.68816
C 1.92273 3.97824 -2.88507
C 2.20646 -0.12850 -1.78498
C -4.06633 1.29040 1.94685
C -4.11742 3.57436 0.98566
H -3.75743 -1.65481 -3.12932
H -2.23795 4.37755 0.22955
H 1.64984 -2.79823 0.12234
H -4.72829 4.45732 0.77995
H 4.63439 -2.04919 -0.22033
H 0.22807 -2.54999 2.21212
H 0.28219 2.57760 -2.92203
C 0.04834 -1.25360 5.37532
H -4.53224 -2.12869 -0.71624
H 3.66207 0.49905 -3.25898
H 3.94463 -3.67578 -0.16547
H 2.69645 -2.20485 1.41574
H -3.73860 -3.57983 -1.39395
H -2.16829 0.30665 1.95933
C 2.70558 4.66270 -0.80506
H -1.93711 -3.43717 -3.35741
C 3.00573 0.72521 0.95216
H 4.39256 -0.31365 -1.86953
H 1.71054 3.86888 0.93575
C 1.82668 3.80345 -0.14320
H -2.66542 -1.94130 1.00387
C -3.11148 -0.78177 -3.27987
H -4.30524 -3.57865 0.29113
H 2.55776 0.79386 1.95745
Br -6.63644 2.35065 1.67325
C -2.08069 2.30294 1.01417
H -1.90694 0.64442 -2.20318
C 0.19928 -2.21799 4.36413
C 2.50818 -2.14078 0.33220
C -0.47686 -2.37415 -2.10921
P -1.49032 -1.35204 -0.98263
C -2.50413 -2.47409 0.04992
H 0.43616 -2.63997 -1.55381
H 1.96956 4.10648 -3.97923
C 1.05814 2.91163 -0.91530
H 3.81102 1.36852 -1.73026
H 4.97656 0.28329 0.08775
C 0.14514 -1.82219 3.02730
H 3.57693 -2.61882 -1.53358
N -0.01461 -0.52167 2.68442
H 3.38452 5.32518 -0.24128
H -0.25726 1.47486 3.32862
N 2.75032 4.72310 -2.14056
P 1.90268 -0.42818 0.01197
H -3.32035 0.11435 -1.30146
H -4.59943 0.45902 2.41469
H -0.30262 -4.12123 -3.30475
C -2.74401 3.52044 0.70063
H 0.37304 -3.25094 4.59168
H 5.01649 1.09571 1.65948

Computed properties:
Net charge   +2
Largest force on an atom   0.109 hartree/bohr
Spin multiplicity   4
Orbital gap (alpha / beta)   7.7 / 6.9 eV

Table of Löwdin atomic charges, one value per atom, all in e: -0.638 -0.117 0.076 0.086 0.077 -0.115 0.089 -0.026 -0.126 -0.016 0.406 -0.121 0.074 -0.382 0.044 0.070 0.053 -0.078 0.778 -0.122 -0.629 0.124 0.085 -0.118 -0.069 -0.098 -0.363 -0.114 -0.074 0.071 0.140 0.055 0.124 0.065 0.113 0.121 -0.021 0.079 0.093 0.091 0.083 0.074 0.082 -0.099 0.073 -0.357 0.063 0.127 -0.018 0.059 -0.125 0.088 0.075 0.784 -0.232 0.073 0.002 -0.384 -0.394 0.959 -0.401 0.047 0.129 -0.262 0.076 0.062 -0.101 0.076 -0.070 0.129 0.122 0.085 0.943 0.086 0.117 0.091 0.037 0.120 0.091

[2]
Density functional theory data (wB97M-V/def2-TZVPD) for 10 unconnected molecules or ions with the total composition C30H42F6O30 in a non-equilibrium geometry.

Geometry (Å):
O 5.50205 5.23942 1.09554
C -2.91134 -1.11986 -8.25331
C 6.24962 4.32818 0.78064
C 3.24513 5.50275 6.12516
C -1.38243 -2.78043 -7.45318
O 3.41116 0.78474 -8.01051
H 1.92896 -1.01314 1.66859
H -2.86683 0.98830 3.02382
H -2.09755 -4.69334 0.31460
F 5.77850 -4.67615 1.34637
F 3.06824 2.97708 -5.77167
O 0.12125 -0.72835 0.60809
C 7.48325 2.40847 0.87856
F -9.99535 -1.24276 -1.19201
C 7.10513 2.75635 -0.54776
F -5.26676 3.06537 3.41049
H 2.26677 -0.62542 0.11115
H -3.93779 1.44778 -9.93117
O -12.31485 -3.48985 1.15438
O -3.52850 3.46712 2.05655
O -0.14887 -1.14996 7.87963
O 1.94570 2.35846 -7.57905
H -3.83322 -5.24933 0.36740
H 2.73082 -0.11057 -6.30020
O 6.84220 3.43692 1.63350
H 2.98327 5.10454 5.14488
H -1.64140 0.23751 8.56183
C -4.67920 -6.27803 -4.45974
H -8.93912 -4.11299 -0.15926
C 3.27358 0.76965 -6.64474
H -4.87050 -7.35076 -4.43230
H 7.06578 1.44475 1.17021
C 7.49508 -5.50709 -0.08490
O -1.68733 -0.51851 -0.62782
O -4.96997 -6.33537 -1.61658
H -1.60203 -2.68759 -6.38957
O 5.01099 8.59310 6.13307
H 7.37545 -6.41196 0.51089
H -5.00857 0.31868 -9.19953
O 6.59188 4.06698 -0.44101
C -0.38607 -0.38554 -0.63549
C 2.42210 1.94174 -6.34183
O 1.81529 -0.36255 6.98958
F 0.38705 -1.05842 10.85021
C -1.04670 -0.61515 8.88953
O -3.72571 -5.88454 -3.46348
C -2.49974 -0.01573 -1.73360
H 6.09296 9.51545 7.67055
H -3.91372 1.40254 4.40209
F 6.22117 1.95900 -1.04941
O 4.00289 6.66567 5.91958
O 0.30229 -0.06089 -1.62865
H 6.00696 10.42766 6.19458
H 1.61697 0.62512 1.08993
O -2.89487 -5.41060 -1.52384
C -4.09930 0.88893 -9.00937
O 9.33896 -2.65591 0.72548
H -0.32668 -3.03012 -7.55870
O 8.70165 -4.86719 0.13504
H 8.55567 2.36719 1.06914
H -3.38506 -0.65156 -1.72716
H -4.42070 -6.01923 -5.48654
H -1.85795 -1.23286 9.27476
C -11.32513 -3.24551 0.48472
C 4.23957 7.64519 6.81521
O 3.80978 7.66685 7.93860
C 6.44032 -4.42145 0.13441
H -0.32450 0.75097 10.51605
O -2.44736 2.77617 3.77072
O -3.92264 -1.87981 -8.18142
H 7.98917 2.68648 -1.18157
H 4.60811 10.38998 7.12268
H -4.51654 1.57909 -8.27610
C -2.51867 3.77496 2.90994
O 2.53619 1.84672 -9.78318
H 4.18728 0.94481 -6.07679
O -1.85821 4.79035 2.88820
O 0.91934 0.32999 8.98627
C -9.56363 -3.47098 -0.78048
O -1.62707 -1.53561 -8.04801
H -9.26734 -3.60282 -1.82112
C 0.91471 -0.35556 7.80775
C -2.84172 -5.39559 -0.06111
C 1.49407 -0.43221 0.85527
O -2.86818 0.20323 -8.64168
C 2.69632 1.73734 -8.56796
C 8.46805 -3.51946 0.41227
H -4.86593 1.78582 2.00522
H -3.00797 0.88843 -1.39849
H 7.64652 -5.94080 -1.07336
H 2.29475 5.70439 6.61934
H -2.21877 -0.05829 -2.78591
H -2.43261 -6.36159 0.23480
C 5.43907 9.74813 6.83007
C -3.91777 -5.93391 -2.15023
H -8.55854 -1.75529 0.03340
H 1.55009 1.72162 -5.72601
H -1.98082 -3.58029 -7.88937
H 3.69012 4.79718 6.82677
H -5.56287 -5.68584 -4.22199
O -10.55608 -2.11518 0.68912
O 7.11237 -3.17678 0.32153
C -0.03562 -0.11854 9.92562
O -10.85499 -3.87318 -0.61755
H 5.66725 -4.32533 -0.62798
C -3.41459 1.79252 3.51503
C -9.55191 -2.05698 -0.29869
C -4.36428 2.52285 2.63230

Computed properties:
Net charge   0
Largest force on an atom   0.119 hartree/bohr
SMILES   O=C1OC[C@@H](F)O1.O=C1OC[C@@H](F)O1.O=C1OC[C@@H](F)O1.O=C1OC[C@@H](F)O1.O=C1OC[C@@H](F)O1.O=C1OC[C@@H](F)O1.COC(=O)OC.COC(=O)OC.COC(=O)OC.COC(=O)OC
Orbital gap   10.2 eV
Energy above the lowest of the compared OMol25 structures with the same formula, charge and spin   87.24 kJ/mol

Löwdin atomic charge list, values in e, 99 entries: 0.147 -0.471 -0.556 -0.056 -0.064 0.109 0.091 0.144 0.090 0.023 0.083 -0.015 -0.049 0.137 -0.362 0.117 0.087 0.091 0.155 0.146 0.086 0.138 0.093 0.147 0.071 0.100 0.135 -0.022 0.148 -0.091 0.098 0.141 -0.099 0.008 0.070 0.097 -0.023 0.143 0.086 0.169 -0.542 -0.359 0.160 0.053 -0.042 -0.011 -0.010 0.095 0.147 0.132 -0.016 0.074 0.088 0.098 0.006 -0.043 0.097 0.095 0.060 0.139 0.082 0.091 0.139 -0.477 -0.526 0.134 -0.249 0.168 0.093 0.060 0.169 0.093 0.087 -0.532 0.139 0.151 0.168 0.102 -0.120 -0.026 0.152 -0.528 0.001 -0.068 -0.006 -0.486 -0.393 0.173 0.093 0.139 0.089 0.100 0.095 -0.075 -0.604 0.171 0.171 0.094 0.096

[3]
Density functional theory data (wB97M-V/def2-TZVPD) for a molecular structure, C30H42FN9O3PtS3 in a non-equilibrium geometry.

Geometry (Å):
Pt 0.21271 -3.09788 -1.02767
H 2.37148 -0.61287 -3.09970
N 2.63579 -5.33250 0.01742
C 0.18008 -0.96473 2.04392
H 1.60833 1.21634 -4.04344
N -0.46878 0.96946 3.30451
C 0.51507 -4.74644 -3.94852
H -2.98557 -0.76083 -4.39790
H 0.75710 1.13585 -5.58589
H 5.70957 -5.68129 0.01256
H 2.51040 -1.20368 -0.78649
H -1.35790 1.72434 -3.84038
C 3.66124 -6.17198 0.61454
H 1.58774 1.08287 5.09265
H -1.48404 1.54435 5.07493
H 3.79907 -7.06734 0.00381
O 1.58615 -2.66270 2.85703
H 5.74193 -2.91362 -1.20631
H -1.70483 3.30606 3.20634
F -2.55656 3.24001 -1.25592
C -2.03733 2.74801 -0.10324
C 2.07498 -1.62889 -2.84475
N 0.63296 -1.77219 -2.72315
H 3.36461 -6.48711 1.61678
H -0.11713 3.65668 5.41034
N 4.40892 -4.02819 0.00640
C -0.27927 -0.97091 -3.18595
H 0.64694 -5.07062 -0.49268
C 0.30053 2.86477 4.80360
C -2.27243 -1.85346 -1.85343
C 0.73787 -2.38382 2.02840
H -4.21195 6.83225 3.38052
H 1.16044 -6.76910 -0.29282
C 1.05843 0.55352 -4.71751
C -2.20723 3.42008 1.12793
C -0.13609 -0.32412 0.81149
O 0.17039 -0.77341 -0.31618
H -4.20220 4.89687 -0.39192
S -0.70975 -4.63522 -2.75751
C -0.51413 1.62015 4.59618
H -2.80016 -1.19952 -1.15316
H -4.84797 6.82112 0.84297
S 2.12159 -5.17342 -3.75381
C 3.11274 -4.12202 -0.36130
C 0.04076 -0.28358 3.20821
C -0.98157 1.58508 2.18261
N -1.60084 -1.05923 -2.84954
H -3.14170 0.36410 -3.03932
H -1.54385 -2.45645 -1.26389
N -2.85496 4.66372 1.25912
H -2.50717 6.41035 3.60707
C -0.82421 0.95873 0.93801
C -3.80519 6.79655 0.53307
H 2.43740 -2.31059 -3.61596
C -3.64909 4.95301 2.44308
H -3.67629 7.50544 -0.28128
C 4.89409 -5.26770 0.60855
H -1.57457 0.87570 -5.37934
H 0.90364 -5.71233 1.12966
H -4.71674 4.84498 2.21788
O 0.21344 -3.17693 1.16590
C 1.26627 -5.75718 0.09996
H 0.36282 -0.74167 4.13394
C 0.70436 1.58379 5.46389
N 2.39331 -3.27325 -1.05342
H 0.90554 3.20839 3.97483
H 3.85604 -1.88372 -1.72309
H 0.55454 1.47930 6.52834
H -2.98016 -2.54593 -2.31108
S 0.20974 -4.63953 -5.58857
C -1.39579 0.73663 -4.31392
N -2.96930 7.19625 1.70329
C 5.35034 -2.94606 -0.18654
C -3.35833 5.39514 0.09386
H 5.26814 -5.07047 1.61438
H 1.71269 -0.24178 -5.06562
C -1.34946 1.57293 -0.19845
H 4.90971 -1.98551 0.07366
H -2.55696 5.48465 -0.63533
H -1.99456 6.99979 1.46693
H -3.04600 8.19427 1.90031
H 6.18711 -3.10950 0.48926
N -0.14150 0.02518 -4.10020
C -1.64857 2.81529 2.24656
C -2.42592 -0.17781 -3.66072
H -3.42788 4.25782 3.24504
C 2.78708 -1.96244 -1.52481
H -1.22003 1.08602 -1.15660
C -3.34012 6.38368 2.90757

Computed properties:
Net charge   +2
Largest force on an atom   0.023 hartree/bohr
Spin multiplicity   5
Orbital gap (alpha / beta)   7.0 / 5.2 eV

Table of Löwdin atomic charges, one value per atom, all in e: 1.179 0.101 -0.082 -0.021 0.097 0.012 -1.841 0.135 0.097 0.131 0.111 0.121 -0.087 0.117 0.158 0.131 0.082 0.099 0.103 0.053 -0.177 -0.198 -0.038 0.132 0.106 -0.067 -0.341 -0.041 -0.093 -0.078 -0.595 0.143 0.110 -0.024 -0.120 -0.278 -0.061 0.141 0.605 -0.257 0.102 0.140 0.635 -0.339 0.062 -0.112 -0.088 0.124 -0.032 -0.087 0.139 -0.044 -0.077 0.095 -0.122 0.144 -0.089 0.131 0.102 0.141 -0.146 -0.056 0.158 -0.070 -0.026 0.115 0.102 0.116 0.098 0.638 -0.104 0.065 -0.028 -0.124 0.130 0.095 0.085 0.090 0.132 0.188 0.192 0.098 -0.068 0.066 -0.101 0.122 -0.217 0.124 -0.066

[4]
Density functional theory data (wB97M-V/def2-TZVPD) for 2 unconnected molecules or ions with the total composition C30H42N4O2P in a non-equilibrium geometry.

Geometry (Å):
N -1.68479 0.73299 -1.97655
P -0.40458 1.80241 -1.94316
C -1.68981 -0.56867 -2.65823
H -0.63385 -6.90174 -3.94737
H -3.36018 -1.44585 -1.56079
C 4.54841 3.95669 2.52493
C -0.10284 -6.37957 -3.15210
H -3.83896 -0.50495 -3.00642
H 1.34893 -5.29722 -1.35960
H 0.62580 -7.04969 -2.67485
H -0.21752 -2.45798 5.58736
C 2.04130 0.96974 0.70782
C 0.50357 -5.05921 -0.70958
H -3.36055 3.10904 -0.78671
H 6.15418 3.09808 1.35295
N -0.17419 -3.11505 2.38170
H 0.33681 -1.22388 -2.11667
H -2.83823 5.19252 -0.98588
H -3.09491 -2.10023 -3.18070
C -0.81040 -5.46753 -1.03156
C -0.36573 -3.94394 1.25456
H 4.67564 1.43525 0.21840
H 0.40864 -5.49343 -3.55169
H -2.36645 2.50962 0.54777
C 1.23555 0.24323 1.54970
H 0.62128 1.31655 -0.75266
C -0.11594 -2.54916 4.52372
H -2.43925 -4.32333 1.74359
C -0.67888 -3.41384 3.65294
O -1.15534 -5.99710 -2.23586
C -1.95060 5.18526 -0.34560
H -1.16749 4.96097 -3.01394
N -1.31830 3.00274 -1.23500
C -2.48236 2.49169 -0.55007
C 5.08862 3.06167 1.58972
H -2.85379 -5.62343 -0.35355
H -2.22717 4.82519 0.65517
C -0.36479 4.99586 -2.26700
H 1.85801 -1.06727 5.38653
H 0.09332 3.75091 0.91912
H -0.91431 -1.63432 -0.93089
H -0.25259 -0.01900 -4.23064
O 1.48676 -1.72993 0.28584
H 1.70957 -3.95380 0.66226
C 3.18891 3.88210 2.85035
C -1.28930 -0.36257 -4.12329
C 0.62389 -2.01145 2.47771
H 2.43596 0.49772 -0.19975
H -3.71021 1.02831 -1.52790
H -1.39544 -1.31356 -4.66206
H 2.74962 4.58520 3.56032
H -1.35345 -4.22731 3.82388
C -0.70752 -1.53822 -2.00330
H 2.44870 -0.51191 3.79759
C -2.72718 1.07263 -1.03739
C 4.26543 2.12797 0.96178
C 1.55363 -0.69359 4.40213
C 0.34995 4.32106 0.01833
H -1.95123 0.37086 -4.60049
H -0.82340 -2.53518 -2.45621
H 1.01253 0.25185 4.55087
H 0.60285 5.34593 0.32831
C 2.37818 2.89544 2.27428
H 5.18353 4.70429 3.00295
H 0.52163 4.50034 -2.68393
C 2.89409 2.02260 1.29121
H 1.32723 2.80826 2.57013
C -1.63032 -4.49881 1.03412
C -0.82720 4.35671 -0.95308
H -0.11581 6.05023 -2.08668
C 0.70468 -4.28598 0.42880
C -1.86458 -5.23893 -0.11440
H -2.76327 0.37013 -0.18646
H 1.24427 3.86951 -0.42616
C 1.13400 -1.20025 1.36886
H 0.66053 0.68918 2.36899
C -3.08263 -1.17727 -2.58959
N 0.69811 -1.69595 3.78885
H -1.60877 6.22042 -0.23580

Computed properties:
Net charge   +1
Largest force on an atom   0.075 hartree/bohr
Orbital gap   5.6 eV
Energy above the lowest of the compared OMol25 structures with the same formula, charge and spin   67.45 kJ/mol

Table of Löwdin atomic charges, one value per atom, all in e: -0.292 0.993 -0.643 0.097 0.085 -0.068 -0.047 0.090 0.117 0.099 0.138 -0.047 0.014 0.114 0.112 0.074 0.079 0.091 0.092 -0.262 -0.210 0.121 0.097 0.116 -0.067 -0.019 0.014 0.119 0.031 -0.081 -0.055 0.091 -0.302 -0.208 -0.068 0.128 0.087 -0.063 0.108 0.069 0.074 0.064 0.032 0.121 -0.066 -0.065 -0.076 0.119 0.113 0.087 0.110 0.136 -0.051 0.112 -0.208 -0.022 0.009 -0.060 0.090 0.087 0.106 0.097 -0.059 0.110 0.066 -0.221 0.103 -0.008 -0.648 0.088 -0.004 0.018 0.115 0.075 -0.296 0.108 -0.055 -0.040 0.093